Formula: C76H192As3F18N11O9
Source: the OMol25 dataset
Level of theory: ωB97M-V/def2-TZVPD

Calculated total energy = -12792.0118 Ha
Net charge = +8
Max |F| = 4.38 eV Å⁻¹
HOMO-LUMO gap = 7.373 eV
HOMO = -0.7863 Eh

Atoms and positions in Å:
C -8.82173 -17.42837 23.78083
C -14.23541 -24.35102 31.15500
H -14.45213 -17.79354 24.23111
H -2.76101 -14.75359 19.52172
H -17.55066 -13.37047 24.20591
H -16.58308 -18.97743 33.74230
H -4.36436 -15.11886 21.92179
C -9.90635 -21.38693 24.96588
C -18.16866 -13.69764 26.83627
F -18.22604 -20.57545 30.61825
C -14.82010 -19.15937 28.14963
C -17.36547 -17.05933 30.77022
H -11.78354 -20.41280 27.07928
C -11.34961 -23.41240 27.18651
C -19.26437 -23.38302 25.68667
H -16.90359 -13.43452 21.16784
H -18.64052 -10.92814 26.70953
H -13.36308 -21.21011 27.42396
C -20.38226 -25.29831 28.20666
C -16.52737 -25.27730 32.11070
H -7.94773 -13.96072 30.76469
H -19.70785 -21.54905 28.57930
H -19.38743 -23.60084 29.06061
O -15.86595 -16.38750 33.13847
C -16.78160 -16.98413 25.33360
H -15.03658 -15.96301 32.90708
F -14.31955 -23.69643 26.99514
C -14.59014 -17.94212 25.30209
H -14.74413 -26.52234 33.79024
H -11.51547 -15.41677 21.72155
H -13.78997 -25.31779 31.38964
C -8.09214 -11.90461 28.87008
H -9.70194 -14.89381 28.50752
H -16.98144 -22.64417 21.55874
H -15.83854 -22.68916 29.92571
C -15.39929 -19.03594 19.73382
H -2.05121 -17.06940 21.42040
H -17.97391 -13.97010 19.84714
H -13.95539 -14.79596 23.16969
H -11.96057 -22.78107 26.54133
O -11.86143 -18.75641 33.59201
H -5.22679 -15.17072 27.60012
H -15.75103 -15.37337 19.87783
H -22.48199 -24.88105 28.47762
C -3.81862 -16.31985 23.51529
H -6.17402 -13.30661 26.10089
O -15.74737 -19.94636 18.70601
F -20.69743 -20.13545 30.93189
C -5.61901 -15.27657 26.58865
H -7.67172 -28.18180 25.17466
C -12.64850 -17.85446 27.85975
H -12.77706 -19.19258 25.38255
H -9.31049 -27.62892 24.93884
H -6.37402 -14.18266 23.79578
H -17.99923 -24.18187 23.34918
H -7.99788 -21.65010 25.91126
C -18.53554 -14.89761 29.97518
H -15.76207 -14.48097 18.45798
H -20.02686 -16.77139 31.16846
C -16.29374 -19.87862 34.28289
C -16.44476 -23.25394 30.63396
H -17.77016 -13.89450 32.34073
H -18.26153 -21.74329 27.58735
H -16.53704 -16.50070 24.38778
H -19.72979 -22.60379 25.08312
H -6.46149 -16.74514 22.63182
H -17.81398 -17.32050 25.23800
H -15.19542 -26.31231 29.85103
H -9.69394 -14.33520 30.70326
H -14.33236 -21.21212 20.97578
H -14.70855 -12.94131 21.72702
H -19.32037 -19.20848 28.33031
H -12.23206 -14.16660 19.24630
H -3.87470 -16.49129 26.01351
C -14.25517 -15.06265 22.15623
H -8.42080 -24.73406 27.83824
H -21.70617 -22.54530 27.97750
H -14.37343 -19.23648 20.04287
H -20.29958 -23.46824 22.73390
C -13.23648 -14.56115 19.09272
C -14.39578 -21.28575 35.10621
C -16.89420 -15.50155 33.46949
C -19.95999 -24.49801 22.62267
C -14.23802 -12.22452 19.38417
H -16.42360 -22.76090 31.60585
H -10.97900 -21.47318 25.13929
H -14.17422 -20.12470 25.69531
N -5.18527 -16.01682 24.29104
C -19.44805 -16.12651 31.82968
C -7.70061 -16.69199 24.39615
H -18.00171 -17.48027 29.99170
O -14.81313 -26.87969 32.90191
C -5.37426 -13.98880 25.81264
As -12.64586 -15.42768 31.01740
C -14.92715 -12.90927 27.35068
C -16.98671 -20.52058 23.09072
F -11.38091 -15.68446 29.89365
C -11.35329 -17.56514 27.09914
H -16.40641 -14.50962 31.53800
H -18.20529 -23.12872 25.72868
H -21.81266 -23.03200 26.24577
H -13.45848 -14.43425 18.03315
C -17.00810 -13.52519 20.08666
H -14.32900 -18.74484 32.85489
H -17.06851 -12.47892 19.78702
C -9.63000 -13.83080 26.63161
C -10.51676 -12.32528 28.90320
H -13.40112 -15.62653 19.25388
H -17.22324 -17.79601 31.56089
F -18.22406 -21.91232 32.81603
H -8.28159 -11.58481 27.84541
H -21.92713 -25.20511 26.81858
O -13.51820 -16.17209 21.64521
H -15.74770 -19.40818 30.23329
F -20.66610 -21.40085 33.17366
C -15.89073 -25.47993 29.74243
C -16.15515 -11.99755 27.08499
N -19.81626 -23.13484 27.13444
N -14.76724 -19.89955 34.45275
H -20.49967 -25.68251 29.21992
H -12.10928 -20.79651 33.58828
C -9.11545 -14.11070 28.02702
N -8.93491 -23.45727 26.24409
C -15.76128 -14.33759 19.53851
H -13.90364 -23.88162 30.22889
H -18.93100 -13.96186 26.10339
H -10.62774 -24.08512 25.22408
H -9.13612 -25.62248 24.19472
H -10.62588 -18.37680 27.11305
F -15.80195 -23.59461 23.77473
N -16.35050 -20.60920 21.68374
H -19.25471 -16.84028 32.63047
N -14.35820 -13.73398 19.83611
H -8.87224 -13.18636 25.00423
H -15.29645 -15.38477 22.16510
H -16.65421 -11.67118 27.99743
C -14.86635 -20.99676 21.90130
H -19.27976 -11.85278 25.36444
F -13.87554 -22.36661 24.91950
F -12.39091 -17.08702 31.64724
C -12.49397 -19.92876 33.05245
H -16.12834 -12.25272 24.48060
H -9.74448 -17.36851 24.35794
C -2.69862 -15.81361 19.76782
C -9.04682 -21.87759 26.10114
H -15.32290 -17.97424 19.49918
C -10.34531 -24.15106 26.27478
C -16.40696 -19.20177 20.89123
H -14.29824 -13.09562 26.48014
H -10.75644 -11.66075 29.73329
H -15.85909 -11.13953 26.48148
H -16.89912 -20.04191 35.17449
C -12.67546 -20.41272 27.70582
F -19.13802 -19.49729 32.91700
H -8.75033 -28.19755 26.58378
C -16.69528 -13.11506 24.83137
H -14.30832 -12.22587 18.29643
H -1.85237 -16.27658 19.26026
F -16.09894 -22.33580 26.07571
H -19.52255 -20.61780 25.61595
H -7.89779 -15.62667 24.51574
H -16.40876 -19.79573 23.66401
C -12.14002 -16.25287 22.03614
H -16.46672 -20.80428 33.73396
H -1.70586 -15.50582 21.69227
C -8.49853 -27.66793 25.66498
C -19.35023 -21.69736 27.56038
F -13.96123 -16.01425 29.96307
H -12.52924 -11.31154 20.69209
C -14.42905 -18.81032 35.44094
H -11.59828 -17.31882 26.06599
O -8.79920 -12.90247 25.91838
N -15.73392 -24.60225 30.94209
H -11.24541 -13.12851 28.79364
H -19.26029 -14.10476 30.16012
H -16.41045 -14.77694 34.12449
H -7.12869 -23.61627 27.37462
H -17.68102 -16.04559 33.99202
C -19.31754 -24.81677 25.10443
H -8.66046 -18.50470 23.72077
H -14.67787 -17.89506 34.90383
H -9.03934 -17.12980 22.75535
H -15.12792 -18.94519 36.26647
H -14.64481 -22.02229 34.34228
C -19.80529 -20.53955 26.66574
H -5.51081 -17.32312 26.00297
H -3.56767 -16.23424 19.26192
H -9.12251 -12.76075 31.19469
C -8.93443 -13.58004 30.50081
H -10.77544 -22.72170 27.80405
C -21.38397 -23.26123 27.22137
As -19.43853 -20.98844 31.90500
C -8.16382 -25.49826 24.67147
C -6.36371 -16.91922 23.70339
H -10.48580 -11.64484 28.05222
H -17.56521 -25.34610 31.78472
H -9.80206 -14.71795 26.02214
H -11.94103 -24.15854 27.71716
H -13.02590 -13.47870 21.56928
C -5.42262 -14.44714 24.25727
H -13.14987 -10.35423 19.42512
H -7.45127 -25.78193 23.89694
C -14.06532 -13.75524 21.39255
N -13.47046 -19.12097 27.39251
H -3.55365 -17.37512 23.58103
H -15.75817 -24.94091 28.80436
H -14.39196 -18.42131 30.12749
H -16.46936 -16.77204 30.22018
H -15.23116 -18.17771 27.91411
N -17.28114 -12.61769 26.16719
O -15.17980 -14.17910 27.99349
H -12.24016 -20.12317 32.01038
H -7.13933 -12.39698 29.06453
H -16.73268 -21.73392 20.00552
H -20.89117 -20.48297 26.58995
H -16.82831 -26.03506 29.77179
H -17.49711 -23.44826 30.42683
C -17.26659 -14.83622 32.12238
C -21.70432 -24.67221 27.74297
F -12.98740 -13.78333 30.36399
H -16.82785 -21.49972 23.54254
H -13.23558 -16.94590 27.72576
H -16.66823 -16.27211 26.15108
O -8.09804 -26.33641 25.87248
H -15.53210 -19.47708 17.89667
C -18.84098 -24.82825 23.59765
H -17.59080 -14.48955 29.61592
H -14.41890 -20.21029 22.50903
C -8.03295 -23.99186 25.04651
H -17.35977 -14.39807 27.04408
H -18.37232 -24.69931 27.88144
C -16.09098 -26.75433 32.56703
C -19.29188 -24.17327 28.13795
As -15.03571 -23.66959 25.40996
H -18.05057 -20.36133 22.91479
H -8.31583 -23.34230 24.21817
F -11.52096 -14.79202 32.25061
H -20.09770 -26.09592 27.52040
H -8.43300 -23.02803 28.36373
C -18.35692 -11.51243 25.83415
H -12.12326 -17.99271 33.07259
C -14.03886 -19.76511 33.10585
F -13.87342 -24.87996 24.86234
F -13.92599 -15.17237 32.30196
H -12.52039 -17.98012 28.93488
C -13.73571 -19.14789 25.89938
H -12.01771 -16.29288 23.11853
F -19.85405 -22.47832 31.00964
H -14.85103 -21.92093 22.47903
H -14.05984 -23.71306 32.02119
H -8.37079 -11.12223 29.57602
C -2.52460 -16.09730 21.28251
H -10.63918 -13.43121 26.73157
H -20.28235 -25.29349 25.27761
H -10.14559 -25.19691 26.50804
H -16.14307 -14.00085 25.14528
C -12.93581 -11.39120 19.68389
H -13.32564 -21.36597 35.29718
H -7.62638 -17.15104 25.38197
H -4.39141 -13.70513 26.18898
H -4.70974 -13.89047 23.64897
H -18.57080 -25.36793 25.67601
H -15.00061 -21.41363 36.00395
H -9.17982 -21.38530 27.06448
H -18.58318 -13.09012 27.64075
H -18.40372 -25.81038 23.41783
H -17.45762 -19.15410 20.60498
H -14.62426 -20.50602 32.56138
H -6.68091 -15.50106 26.68895
N -18.09990 -15.75411 31.20464
H -15.04674 -11.67579 19.86685
C -14.79167 -19.34696 29.71335
C -3.90737 -16.10697 21.97569
F -16.25647 -24.89919 25.90665
C -8.20161 -23.70776 27.54365
C -4.93754 -16.42288 25.78154
H -18.97426 -15.71896 29.40861
H -14.24681 -12.39782 28.03160
H -12.45496 -20.37039 28.77244
H -9.76606 -21.71643 23.93640
H -14.39295 -16.97688 25.76849
H -15.40896 -19.89734 27.60491
H -4.60883 -16.80351 21.51644
H -20.74407 -25.25448 22.65550
H -18.18970 -21.33346 20.95727
H -19.94130 -18.46716 26.84697
H -14.57199 -14.31027 28.72489
H -19.99527 -15.29875 32.28077
H -11.76759 -17.25208 21.81040
H -9.61735 -20.34103 24.86251
H -6.98230 -23.87189 25.31083
C -17.17425 -21.72709 21.00205
H -14.20319 -20.19394 30.06607
N -9.15516 -12.97140 29.08598
H -16.73421 -27.12582 33.36475
C -19.31537 -19.26737 27.24191
H -12.12080 -11.65745 19.01088
H -8.07929 -14.44392 27.96853
H -17.72935 -10.92340 25.16535
H -13.37952 -18.87957 35.72694
H -19.56135 -24.57877 21.61140
H -16.41192 -18.32363 21.53693
H -10.89152 -16.64697 27.46223
H -16.30365 -27.38050 31.70056
H -3.05588 -15.68665 23.96844
H -5.99802 -17.94495 23.65596
H -16.32811 -24.58003 32.92445
O -15.98452 -18.18949 25.50543
H -18.26191 -19.11240 27.00884

Atoms 1-6, force components in eV/Å:
-1.287 -0.889 -1.281
-1.302 -0.552 0.365
0.584 -0.362 -0.216
0.364 0.062 0.225
0.253 0.071 -0.160
0.045 -0.148 0.077

Here are the Mulliken charges for atoms 1 to 5, given in e: atom 1 (C): -1.258, atom 2 (C): -0.657, atom 3 (H): 0.313, atom 4 (H): 0.325, atom 5 (H): 0.416